Density functional theory data (wB97M-V/def2-TZVPD) for C17H23AuN7O4PS as an isolated structure.

Structure (XYZ):
```
54
Properties=species:S:1:pos:R:3:mulliken_charge:R:1
Au 0.468 -0.477 -0.946 0.89
O 1.157 -1.576 -2.580 -0.92
C 1.094 -2.833 -2.675 0.33
C 0.472 -3.722 -1.783 0.35
C 0.361 -5.069 -2.210 -0.52
C -0.290 -5.960 -1.421 -0.54
C -0.843 -5.582 -0.193 -0.53
C -0.722 -4.286 0.249 -0.54
C -0.054 -3.334 -0.526 0.62
O 0.097 -2.131 0.024 -0.76
N -0.425 -7.360 -1.874 1.02
O -1.073 -8.098 -1.169 -0.58
O 0.124 -7.652 -2.912 -0.58
H 1.566 -3.260 -3.562 0.49
H 0.775 -5.392 -3.157 0.53
H -1.364 -6.326 0.395 0.53
H -1.129 -3.981 1.202 0.47
C -1.172 0.887 3.858 -0.89
N -1.151 2.049 2.948 0.17
C 0.102 2.786 3.147 -0.95
N 1.277 1.952 2.927 0.13
C 1.213 0.781 3.805 -0.92
N -0.023 0.022 3.644 0.15
C -0.097 -0.634 2.343 -0.87
P -0.077 0.656 1.009 1.30
C -1.488 1.775 1.589 -0.57
C 1.422 1.621 1.524 -0.65
H -2.099 0.332 3.717 0.37
H -1.142 1.267 4.878 0.32
H 0.117 3.139 4.177 0.30
H 0.126 3.651 2.483 0.37
H 1.270 1.131 4.835 0.31
H 2.069 0.135 3.610 0.39
H -1.015 -1.216 2.262 0.34
H 0.739 -1.313 2.202 0.52
H -2.439 1.256 1.481 0.43
H -1.481 2.671 0.971 0.14
H 1.478 2.533 0.929 0.35
H 2.320 1.030 1.336 0.47
C -1.588 5.312 -2.246 -1.20
C -0.448 4.787 -1.370 -0.15
C 0.083 3.472 -1.837 -0.04
N 0.147 2.410 -1.125 -0.28
N 0.711 1.339 -1.813 -0.13
C 1.046 1.634 -3.074 0.73
N 1.608 0.809 -3.942 -0.29
S 0.695 3.271 -3.458 -0.12
H -1.905 6.287 -1.884 0.38
H -2.446 4.641 -2.224 0.34
H -1.275 5.437 -3.284 0.37
H -0.774 4.662 -0.337 0.06
H 0.377 5.503 -1.364 0.35
H 1.761 -0.163 -3.711 0.27
H 1.844 1.126 -4.868 0.21
```

Its frontier orbital gap is 6.688 eV. The LUMO energy is -7.80 eV. The value obtained for the energy above the lowest of the compared OMol25 structures with the same formula, charge and spin is 20.94 kJ/mol. As for the total charge: +2.



Density functional theory data (wB97M-V/def2-TZVPD) for one molecule with the formula C4H11N3O2.

Structure (XYZ):
```
20
Properties=species:S:1:pos:R:3:mulliken_charge:R:1
H 2.308 -1.977 -0.644 0.20
N 1.551 -1.645 -0.045 -0.85
C 1.032 -0.520 -0.491 0.50
N 1.659 0.113 -1.566 -0.51
C -0.648 -0.522 -0.302 0.98
O -1.165 -0.626 -1.616 -0.55
O -1.006 -1.609 0.501 -0.68
C -0.895 0.814 0.359 -0.20
C -1.391 0.843 1.784 -1.35
N 0.696 1.383 0.410 -0.65
H 2.131 -0.506 -2.212 0.21
H 1.078 0.829 -1.990 0.22
H -1.379 -1.564 -1.738 0.36
H -0.177 -2.150 0.534 0.39
H -1.455 1.486 -0.293 0.36
H -1.414 1.868 2.167 0.40
H -0.761 0.244 2.445 0.30
H -2.397 0.411 1.834 0.34
H 1.304 1.044 1.152 0.29
H 0.928 2.084 -0.289 0.24
```

Its frontier orbital gap is 9.437 eV. The LUMO energy is 0.82 eV. The value obtained for the energy above the lowest of the compared OMol25 structures with the same formula, charge and spin is 318.13 kJ/mol. Its structure (SMILES) is [H]/N=C(\N)C(O)(O)[C@@H](C)N.



Density functional theory data (wB97M-V/def2-TZVPD) for a 2-piece molecular cluster, CH2N2O4 overall.

Structure (XYZ):
```
9
Properties=species:S:1:pos:R:3:mulliken_charge:R:1
C 0.139 2.246 -0.173 0.59
N 0.152 0.127 -0.613 -0.40
N -0.882 2.605 -1.063 0.85
O -1.766 3.014 -0.365 -0.53
O 0.809 2.325 0.750 -0.30
O -0.706 2.592 -2.241 -0.51
O 0.154 -0.571 0.591 -0.29
H -0.810 0.032 -0.966 0.26
H 0.979 -0.333 0.928 0.33
```

Its frontier orbital gap (spin up / spin down) is 8.392 / 6.981 eV. The LUMO energy (spin up / spin down) is -1.18 / -1.47 eV. The value obtained for the energy above the lowest of the compared OMol25 structures with the same formula, charge and spin is 549.96 kJ/mol.



| no. | F_max (eV/Å) |
| --- | --- |
| 1 | 0.74 |
| 2 | 4.20 |
| 3 | 5.06 |